60
Properties=species:S:1:pos:R:3:forces:R:3 method="wB97M-V/def2-TZVPD" multiplicity=5 gap_ev="5.695 / 6.989" total_charge=0 e_tot_ha=-4216.5644
C -1.293417 4.434850 -0.148717 0.015 0.196 -0.109
N 1.165389 4.558800 -0.936735 0.037 -0.056 0.056
C -2.195239 -2.410464 0.155223 -0.132 -0.029 -0.005
C -4.299662 -4.204197 0.343388 -0.010 -0.011 0.007
O 2.896077 3.886377 3.618004 -0.033 0.054 -0.031
C -1.816272 1.752434 -3.322318 0.007 0.023 0.020
O 1.501112 1.794609 3.052925 0.189 0.124 -0.142
C -3.746321 1.619358 -1.874522 0.010 0.008 0.006
H 4.906612 0.466653 5.774184 0.011 0.019 -0.008
O -0.741512 2.455065 0.709671 -0.158 -0.050 -0.160
C 0.483330 -1.911835 -1.483861 0.051 -0.045 -0.061
N -1.648559 3.362250 0.474785 0.071 -0.060 0.093
H -3.188943 -5.478892 -0.958364 -0.003 0.004 -0.002
C -2.159287 -3.627917 -0.521045 0.013 0.015 -0.034
C 2.549035 -3.028928 -2.099562 -0.004 0.006 0.009
F -3.792629 2.912428 -3.836307 0.006 0.012 0.012
H 5.863270 -0.968849 3.999454 -0.016 -0.020 0.011
C 2.633080 1.073706 3.351794 -0.030 -0.080 0.027
C 4.310530 -0.508672 2.596033 -0.030 -0.089 0.099
H -3.539744 0.404960 -0.143524 -0.011 -0.040 -0.024
H -5.229086 -2.818372 1.676120 0.007 -0.005 0.005
H 3.546181 -3.377019 -1.865735 -0.002 0.002 -0.002
O 2.461286 0.108503 1.172877 0.206 -0.255 0.107
Sb -0.662709 -0.914797 0.015005 -0.136 -0.048 0.139
C 4.421380 0.400995 4.809826 0.009 0.002 0.004
F 2.762450 -3.917668 -4.260909 0.004 -0.002 0.000
C 3.159205 0.219809 2.385057 -0.096 0.176 -0.151
C -4.364965 -3.026950 1.059898 0.001 -0.003 0.002
C -3.208800 -4.533025 -0.433829 0.015 -0.006 0.013
C 3.269040 1.138719 4.582623 -0.035 -0.025 0.025
C 0.061476 4.603071 -0.610640 -0.245 -0.094 -0.027
C -2.269289 5.454336 -0.400963 0.013 -0.040 0.023
H -1.017624 -1.864431 -3.026125 0.003 0.017 -0.003
C -1.740127 0.369816 -1.329776 -0.010 -0.039 -0.108
O 0.958959 3.918044 2.098572 0.106 0.101 -0.116
H -1.356781 2.152799 -4.216314 0.003 0.001 0.004
N -3.019750 6.298898 -0.601489 0.002 -0.020 -0.021
H -3.334984 -1.235090 1.559438 -0.014 0.018 -0.033
S 1.506761 3.546453 3.491272 0.028 -0.176 0.098
H -4.762287 1.921016 -1.658064 0.004 0.004 0.000
O 3.077931 2.411926 0.651412 0.186 -0.254 -0.025
H 4.679764 -1.156489 1.811437 -0.002 0.011 -0.007
H 2.875587 1.783458 5.355350 -0.014 -0.012 0.009
O 1.559466 1.270614 -0.690709 0.175 -0.125 0.251
S 2.944581 1.066322 -0.062768 -0.185 0.501 -0.208
C 4.954868 -0.410820 3.820745 -0.021 0.002 -0.018
Mn 1.113476 2.602215 0.747137 -0.046 0.264 0.206
C 0.745886 -2.852659 -3.702654 0.000 -0.001 0.002
C -1.134089 0.891474 -2.471066 0.066 0.057 0.068
C 1.768908 -2.348877 -1.171819 0.008 0.001 0.039
C -0.015569 -2.179225 -2.759552 0.000 -0.001 0.016
C -3.299008 -2.143714 0.966703 0.043 0.014 0.037
H -1.302831 -3.889823 -1.129874 -0.017 0.025 -0.029
F -5.331514 -5.068684 0.417110 0.006 -0.005 0.011
C -3.116714 2.090852 -3.008826 -0.019 0.008 -0.005
C 2.017300 -3.263003 -3.350011 0.006 0.004 -0.021
H 0.369780 -3.063133 -4.694858 0.001 -0.005 0.004
H -0.106450 0.639831 -2.704431 -0.018 -0.039 -0.029
C -3.044461 0.761973 -1.038608 -0.005 -0.039 -0.009
H 2.175901 -2.169083 -0.182069 -0.010 0.004 -0.013